This record from the Open Molecules 2025 dataset describes a molecular structure, C17H31N4O3OsPS2. The level of theory is ωB97M-V/def2-TZVPD.

Calculated values
Largest force on an atom = 0.590 eV Å⁻¹
2S+1 = 2
Charge = +1
Total energy = -63658.499 eV
ΔE to the lowest compared entry with this formula, charge and spin = 0.436 eV
Gap between HOMO and LUMO (spin up / spin down) = 8.174 / 7.136 eV
HOMO energy (spin up / spin down) = -11.3 / -11.1 eV

CARTESIAN COORDINATES (ANGSTROEM)
Os -0.23274 0.10542 0.66319
S 1.38096 1.16073 2.14322
S 0.62634 1.69721 -0.88921
P 1.54129 2.55759 0.73040
O 3.00186 3.05463 0.50003
O 0.78617 3.90052 1.08765
O 3.23150 -5.21818 -0.80109
N 3.17602 -3.31224 -2.02016
N -3.62642 -1.49458 -2.32923
N 0.75939 -1.64472 1.04639
N -1.75826 -0.72612 -0.69502
C -3.51191 -2.42691 -1.21089
C 3.29823 4.17210 -0.40462
C -0.59497 3.93927 1.52286
C 2.92255 -4.05403 -0.91035
C -1.48790 -0.11750 2.32882
C 2.20462 -3.96632 1.46653
C 1.54673 -3.34733 2.51260
C -3.92933 -0.16663 -1.80791
C 0.85300 -2.17668 2.27724
C -0.65761 4.40034 2.95669
C 2.17665 -3.37204 0.21062
C -1.20456 -1.10675 -2.03017
C 4.45606 3.77757 -1.28092
C 1.43195 -2.22360 0.03886
C -2.76968 0.35433 -0.93000
C -2.34324 -1.44191 -3.02151
C -2.48505 -1.92124 -0.17295
H -2.24221 1.18414 -1.40252
H -4.09885 0.51033 -2.64568
H 3.52730 5.02064 0.23634
H -4.85835 -0.21818 -1.23960
H 1.57058 -3.75201 3.51400
H -1.69780 4.47419 3.27490
H 4.19893 2.92098 -1.90310
H -0.56285 -1.97358 -1.86988
H 5.32935 3.53024 -0.67962
H 3.73606 -3.76149 -2.72778
H 4.71491 4.61100 -1.93448
H -1.73344 -2.67743 0.06164
H -1.10250 0.32947 3.24738
H 2.40606 4.40896 -0.98575
H -0.14322 3.69262 3.60584
H -2.96696 -1.62894 0.75664
H -0.19489 5.38028 3.06506
H -2.45517 0.35832 2.11971
H 2.75281 -4.89042 1.59082
H -1.04326 2.94718 1.40965
H 0.34799 -1.64377 3.06751
H -4.49087 -2.54150 -0.74526
H -2.15852 -2.40515 -3.49743
H -3.22579 -3.40264 -1.60492
H 3.20220 -2.30839 -1.98843
H -0.58835 -0.28386 -2.39132
H -1.10679 4.61567 0.83994
H -3.12508 0.68980 0.04478
H -2.40409 -0.69441 -3.81287
H -1.71929 -1.16901 2.53068
H 1.34046 -1.72598 -0.91732

=====

This record from the Open Molecules 2025 dataset describes 2 unconnected molecules or ions with the total composition C17H31NO3 at a distorted geometry. The level of theory is ωB97M-V/def2-TZVPD.

Calculated values
Largest force on an atom = 7.905 eV Å⁻¹
Total energy = -25748.098 eV
ΔE to the lowest compared entry with this formula, charge and spin = 18.899 eV
Gap between HOMO and LUMO = 4.022 eV
HOMO energy = -7.0 eV

CARTESIAN COORDINATES (ANGSTROEM)
O 1.64253 1.87984 1.47692
O 0.19701 3.84632 1.57233
O -4.05141 3.75052 3.00305
N 0.81951 -2.76094 0.49318
C 1.77117 -1.85043 1.22527
C 0.13043 1.16138 -1.53685
C 3.34798 -1.98662 0.81807
C -0.65716 -2.50668 0.69965
C -0.49639 -4.44467 -0.91360
C -1.62274 -3.51206 -0.16649
C -1.41609 1.08533 -2.16587
C 1.00094 -3.93304 -0.43913
C 2.02968 -0.48637 -2.53468
C -2.46148 1.75301 -1.08722
C -0.88722 1.59204 2.42580
C -2.55874 0.88425 0.33725
C 0.33454 2.51252 1.81187
C 3.68761 -1.81453 -0.77358
C 1.26528 0.98524 -2.70907
C 3.27613 -0.37087 -1.42868
C -2.33161 1.80046 1.67731
H -0.54818 0.47281 2.49669
H -3.58114 0.28063 0.41497
H -1.71052 0.08130 0.26607
H -1.65858 -0.06175 -2.34199
H -1.99270 2.79918 -0.77084
H 0.23834 0.22441 -0.82228
H 1.44282 -0.71798 1.07720
H -4.41989 3.04364 3.59187
H -1.04025 1.95561 3.55099
H -4.76084 4.36823 2.69113
H -3.16588 1.48421 2.46049
H -1.06454 -1.66043 1.41130
H 2.00971 1.88525 -2.62073
H 0.23068 2.17598 -0.96188
H 1.27867 -1.34998 -2.28809
H -3.56354 1.84529 -1.48205
H 3.24938 -2.65419 -1.47141
H -2.54910 2.91891 1.36730
H 2.46492 -0.73779 -3.61601
H 2.07363 -4.34242 -0.72920
H 3.09499 0.48529 -0.65131
H -2.79575 -3.54628 -0.24817
H -3.31259 4.24123 3.44510
H -1.37686 1.67917 -3.18574
H 4.21381 -0.02437 -2.08174
H 3.92569 -1.11727 1.39847
H 4.87374 -1.91041 -0.87062
H 0.68023 0.98698 -3.74814
H 1.63518 -2.07017 2.39082
H -0.70073 -5.32285 -1.66368
H 3.80931 -2.99690 1.20592

=====

This record from the Open Molecules 2025 dataset describes a molecular structure, C17H32BrNP2S3V at a distorted geometry. The level of theory is ωB97M-V/def2-TZVPD.

Calculated values
Largest force on an atom = 2.869 eV Å⁻¹
2S+1 = 2
Charge = +2
Total energy = -166437.184 eV
Gap between HOMO and LUMO (spin up / spin down) = 6.668 / 6.775 eV
HOMO energy (spin up / spin down) = -13.5 / -13.5 eV

CARTESIAN COORDINATES (ANGSTROEM)
Br 1.17607 0.11347 -2.22383
V 0.12217 -0.66763 -0.00183
S -1.61593 4.86217 -1.02233
S 1.21327 2.65537 0.56847
S -1.71173 1.46727 0.04327
P 0.91377 -2.87233 -0.16473
P -1.98553 -1.73183 0.15747
N 1.97747 -0.22313 0.30697
C 1.18587 -3.42733 -1.88343
C 0.16707 4.50897 -1.27523
C 2.40777 -3.48863 0.67987
C -2.45293 3.44317 -1.82313
C -1.43203 2.61217 1.44427
C 4.70147 0.22187 0.03487
C -1.75443 -3.54183 -0.12413
C 2.77577 -0.23923 1.38007
C -2.50133 -1.63773 1.91017
C -3.54883 -1.43383 -0.73143
C 2.52977 0.06787 -0.86603
C 4.14197 -0.03253 1.28307
C 3.86807 0.29607 -1.08003
C -0.41213 -3.99463 0.44027
C 0.97507 4.37037 0.01107
C -2.99883 2.39667 -0.86513
C -0.00253 2.47757 1.92257
H 0.53797 4.93517 0.83177
H -3.96423 -0.47073 -0.43493
H -3.29503 3.88047 -2.36043
H 0.38307 -3.08333 -2.53673
H -3.55403 1.65087 -1.43443
H -1.63803 -1.76593 2.57047
H 0.22827 3.21757 2.69127
H 2.48007 -4.56413 0.50967
H 4.76347 -0.08473 2.16517
H -3.24483 -2.40683 2.12697
H 1.98757 4.73767 -0.15923
H 5.76527 0.34897 -0.08383
H 3.29827 -3.01293 0.26517
H -0.42083 -3.95303 1.53567
H 2.13457 -3.02663 -2.24543
H -0.18283 -5.02223 0.13917
H 4.25007 0.51907 -2.06083
H -2.13383 2.36607 2.24637
H -1.79063 -3.70813 -1.20753
H -3.36833 -1.43873 -1.80803
H -2.58093 -4.10103 0.32757
H -1.76713 2.99827 -2.54253
H 2.30217 -0.45173 2.33387
H -1.64053 3.62217 1.07967
H 0.25177 3.61967 -1.89793
H 2.36217 -3.28933 1.75087
H -2.94063 -0.65473 2.09457
H -4.25833 -2.22473 -0.47893
H 0.17467 1.46977 2.32327
H -3.65503 2.84217 -0.11613
H 0.54117 5.36667 -1.83653
H 1.23507 -4.51823 -1.90943

=====

This record from the Open Molecules 2025 dataset describes a molecular structure, C17H32CeNO2P2 at a distorted geometry. The level of theory is ωB97M-V/def2-TZVPD.

Calculated values
Largest force on an atom = 2.373 eV Å⁻¹
2S+1 = 2
Charge = +2
Total energy = -55220.990 eV
ΔE to the lowest compared entry with this formula, charge and spin = 0.000 eV
Gap between HOMO and LUMO (spin up / spin down) = 7.949 / 6.479 eV
HOMO energy (spin up / spin down) = -14.8 / -14.9 eV

CARTESIAN COORDINATES (ANGSTROEM)
Ce -0.11793 -0.60440 0.13894
P 2.61314 -0.55935 -0.27833
P -2.56263 0.50535 -0.29013
O -0.36683 -2.65908 -1.60381
O -1.95561 -2.14550 -3.54229
N 0.23525 0.91805 -1.76382
C -1.44124 0.22280 5.22720
C 2.74024 0.96354 -1.37571
C 4.04678 -0.36345 0.76926
C -0.01781 0.43748 3.23097
C -3.76694 -0.87892 -0.44418
C -0.02365 0.70872 2.02429
C -0.74455 1.87939 -3.76837
C 1.60918 2.07258 -3.35019
C 1.46414 1.33770 -2.17475
C 3.15018 -1.79319 -1.53869
C -3.44894 1.93885 0.34536
C 0.69327 -1.01840 4.97497
C 0.71798 1.42225 5.44251
C -0.01081 0.30144 4.68879
C -2.17272 0.81326 -2.04397
C -0.89079 1.21310 -2.52882
C 0.49871 2.33194 -4.15463
H 4.96223 -0.26521 0.17850
H -1.94724 1.18609 5.09244
H 0.63064 2.88303 -5.06715
H -2.00698 -0.57225 4.72798
H 0.16699 -1.81328 4.44005
H -1.44092 -0.00478 6.30277
H -1.62423 2.08797 -4.36106
H 4.18722 -1.56704 -1.83680
H -4.43046 2.03609 -0.12368
H -3.31164 -1.74016 -0.95561
H 2.62463 2.39999 -3.62279
H -3.57868 1.81646 1.42772
H 3.56788 0.74151 -2.07823
H 1.72668 -0.94258 4.62526
H 0.71233 -1.28037 6.03799
H -4.11278 -1.19330 0.55104
H -4.63384 -0.53806 -1.02410
H 0.21465 2.38731 5.31042
H 4.13008 -1.25046 1.40770
H 0.70893 1.20149 6.52105
H 2.50902 -1.75297 -2.43634
H -2.01138 -1.17299 -3.49652
H 0.25177 -3.36409 -1.88682
H -0.48197 -2.21693 0.68826
H -3.00922 0.88480 -2.75524
H 3.12702 -2.79762 -1.08387
H -2.85712 2.83918 0.15064
H 1.77054 1.50269 5.14686
H 3.91063 0.53373 1.38000
H 3.09635 1.80312 -0.74346
H -1.00650 -2.53953 -2.37264
H -2.18837 -2.42868 -4.46006